# 1
The following is a quantum chemistry calculation of a 2-piece molecular cluster, C35H17BF15N overall in a non-equilibrium geometry, from the Open Molecules 2025 dataset.

## Properties
SMILES: Fc1c(F)c(F)c(B(c2c(F)c(F)c(F)c(F)c2F)c2c(F)c(F)c(F)c(F)c2F)c(F)c1F.Cc1c(Cc2ccccc2)c2ccccc2n1C

XYZ file:
```
69
Properties=species:S:1:pos:R:3:forces:R:3
F 2.363 6.494 3.011 -0.257 -1.192 -0.191
C 1.758 5.293 2.917 -0.103 0.682 0.205
C 1.873 4.366 3.956 0.443 0.234 0.431
F 2.718 4.614 4.983 -0.627 -0.180 -0.761
C 1.106 3.211 3.921 -0.056 -0.578 0.195
F 1.323 2.259 4.873 -0.420 1.206 -0.630
C 0.147 2.982 2.913 0.698 0.245 -0.048
B -0.909 1.864 2.998 0.856 -0.717 -1.214
C -0.646 0.514 3.722 -0.226 -0.620 0.700
C 0.423 -0.321 3.375 0.044 0.147 -0.267
F 1.246 0.039 2.353 -0.455 -0.144 0.938
C 0.606 -1.564 3.967 0.248 -0.156 -0.252
F 1.619 -2.367 3.582 -0.695 0.531 0.369
C -0.299 -1.986 4.943 0.182 -0.358 0.271
F -0.102 -3.160 5.566 -0.165 0.626 -0.417
C -1.405 -1.208 5.278 -0.193 0.010 0.126
F -2.292 -1.645 6.193 0.515 0.208 -0.515
C -1.578 0.015 4.639 -0.023 0.013 -0.249
F -2.714 0.726 4.879 0.828 -0.342 0.041
C -2.110 1.840 2.012 -0.875 0.414 -0.336
C -2.316 0.744 1.163 0.598 -0.233 -0.060
F -1.358 -0.227 1.064 -1.018 0.686 0.224
C -3.399 0.658 0.302 -0.020 -0.353 -0.436
F -3.543 -0.408 -0.523 0.049 0.866 0.650
C -4.310 1.711 0.259 -0.504 -0.087 -0.108
F -5.398 1.620 -0.527 0.777 0.132 0.413
C -4.111 2.853 1.038 -0.224 0.272 0.008
F -4.977 3.883 0.954 0.545 -0.688 0.052
C -3.011 2.907 1.886 0.193 -0.010 -0.107
F -2.782 4.056 2.572 -0.272 -0.781 -0.270
C 0.230 3.833 1.792 -0.110 -0.297 -0.439
F -0.345 3.459 0.611 0.157 0.680 1.168
C 0.975 4.999 1.797 0.063 0.356 -0.392
F 0.951 5.842 0.741 0.100 -0.604 0.791
C -0.637 1.421 -2.316 -0.184 0.302 0.387
C -0.144 0.240 -3.052 1.675 -2.057 0.442
C 0.844 -0.711 -2.687 -1.152 0.952 -1.648
C 1.177 -0.905 -1.267 1.398 0.173 0.692
C 2.096 -2.027 -0.811 -0.023 0.496 -0.318
C 1.550 -3.286 -0.572 0.352 -0.273 0.261
C 2.337 -4.289 0.000 0.038 0.288 -0.081
C 3.673 -4.028 0.320 0.149 0.033 -0.033
C 4.228 -2.769 0.057 -0.307 0.059 -0.134
C 3.435 -1.769 -0.520 0.009 -0.505 0.229
C 0.925 -1.677 -3.761 -1.053 0.642 0.091
C 1.606 -2.879 -3.953 0.287 -0.604 -0.595
C 1.207 -3.724 -4.997 0.173 0.287 0.367
C 0.127 -3.396 -5.835 -0.458 0.629 -0.153
C -0.538 -2.169 -5.700 0.402 -0.561 -0.227
C -0.094 -1.321 -4.695 -0.535 0.277 1.085
N -0.729 -0.176 -4.207 -0.077 -0.061 -1.312
C -1.919 0.421 -4.784 0.009 0.018 -0.139
H -0.055 1.563 -1.401 -0.138 -0.036 -0.124
H -0.553 2.351 -2.898 -0.062 -0.274 0.059
H -1.693 1.290 -2.036 0.172 0.141 -0.002
H 1.543 0.040 -0.843 -0.123 -0.211 0.162
H 0.243 -1.152 -0.824 -0.904 0.107 0.866
H 0.501 -3.468 -0.819 0.294 0.014 0.116
H 1.895 -5.260 0.221 0.158 0.160 -0.083
H 4.293 -4.812 0.775 -0.304 0.360 -0.172
H 5.263 -2.545 0.320 -0.269 -0.174 -0.093
H 3.832 -0.774 -0.721 0.005 -0.233 0.100
H 2.454 -3.133 -3.313 -0.386 -0.097 -0.177
H 1.721 -4.671 -5.166 -0.078 0.258 0.137
H -0.224 -4.095 -6.597 0.253 0.185 0.234
H -1.393 -1.885 -6.319 0.368 -0.319 0.068
H -2.256 -0.213 -5.615 0.084 0.396 0.301
H -2.731 0.475 -4.041 0.259 -0.056 -0.203
H -1.718 1.437 -5.153 -0.087 -0.284 0.008
```
Positions in Å, forces in eV/Å.

Here are the Mulliken charges for atoms 1 to 4, given in e: atom 1 (F): -0.282, atom 2 (C): 0.518, atom 3 (C): 0.163, atom 4 (F): -0.279

***

# 2
The following is a quantum chemistry calculation of C35H22F12NO2Re as an isolated structure, from the Open Molecules 2025 dataset.

XYZ file:
```
73
Properties=species:S:1:pos:R:3:forces:R:3
Re -0.045 0.230 -0.439 -0.252 -0.281 -0.266
C -4.395 -3.950 -2.505 -0.021 -0.005 -0.012
C -3.525 -3.124 -1.600 0.002 -0.002 -0.007
C -2.712 -3.725 -0.639 0.013 -0.002 -0.011
C -1.899 -2.959 0.161 -0.037 0.008 -0.018
C -1.883 -1.566 0.049 0.154 0.026 -0.034
N -0.943 -0.829 0.840 -0.087 -0.146 0.058
C -1.008 -0.874 2.244 -0.002 -0.042 -0.060
C -2.222 -1.267 2.814 0.027 0.002 0.038
C -2.391 -1.371 4.177 0.014 0.011 -0.003
C -1.340 -1.082 5.035 -0.018 -0.009 -0.022
C -1.494 -1.166 6.528 -0.002 -0.015 0.032
C -0.140 -0.680 4.470 0.011 0.042 -0.022
C 0.076 -0.556 3.094 -0.010 -0.024 0.013
C 1.442 -0.051 2.598 -0.066 0.084 0.012
O 1.392 1.186 1.906 0.030 -0.039 -0.038
C 2.258 -1.131 1.809 -0.033 -0.015 0.003
F 2.749 -2.044 2.656 0.000 -0.030 0.013
F 3.271 -0.585 1.148 0.025 0.011 -0.082
F 1.519 -1.814 0.922 0.006 -0.012 -0.057
C 2.383 0.428 3.766 0.008 -0.012 -0.001
F 1.811 1.438 4.429 -0.050 0.050 0.023
F 3.535 0.878 3.270 0.066 0.068 -0.042
F 2.697 -0.517 4.657 -0.024 -0.077 0.081
C -2.674 -0.930 -0.929 0.015 -0.005 -0.021
C -3.488 -1.747 -1.725 0.039 0.055 0.019
C -2.748 0.616 -1.103 -0.009 -0.030 -0.045
O -1.588 1.324 -0.774 0.014 0.085 0.047
C -3.852 1.154 -0.155 -0.022 -0.003 -0.035
F -5.006 0.488 -0.301 -0.061 -0.058 -0.041
F -4.100 2.447 -0.359 0.004 0.078 -0.016
F -3.463 1.005 1.114 0.059 -0.028 0.100
C -3.057 1.039 -2.571 -0.030 -0.049 0.017
F -2.264 0.371 -3.418 0.060 -0.113 -0.017
F -4.331 0.817 -2.936 -0.078 -0.064 0.005
F -2.826 2.333 -2.751 0.042 0.157 0.028
H -4.759 -4.843 -1.997 0.002 0.004 0.009
H -3.838 -4.275 -3.385 0.007 0.002 0.007
H -5.256 -3.378 -2.851 0.000 -0.003 -0.005
H -2.713 -4.803 -0.530 -0.005 -0.001 0.001
H -1.253 -3.415 0.900 -0.011 0.004 0.015
H -3.055 -1.486 2.162 0.002 0.009 -0.011
H -3.352 -1.676 4.574 0.001 -0.003 0.002
H -2.296 -1.851 6.801 -0.002 0.001 -0.002
H -1.735 -0.189 6.952 0.002 0.002 -0.009
H -0.576 -1.513 7.002 0.006 0.007 -0.006
H 0.655 -0.464 5.161 0.003 0.013 0.025
H -4.130 -1.296 -2.465 -0.019 0.020 -0.029
C 0.936 1.389 0.629 0.335 0.370 0.284
C 1.290 2.783 0.244 -0.046 -0.079 0.052
C 1.175 3.156 -1.096 0.006 0.054 -0.029
C 1.468 4.449 -1.497 -0.008 -0.043 0.001
C 1.873 5.389 -0.561 0.010 0.023 0.010
C 1.989 5.028 0.775 -0.002 -0.003 0.002
C 1.704 3.734 1.178 0.009 0.021 -0.030
H 0.879 2.430 -1.846 -0.002 -0.010 0.008
H 1.379 4.719 -2.541 0.002 0.009 0.001
H 2.101 6.400 -0.871 -0.003 0.001 0.001
H 2.305 5.759 1.508 0.000 0.004 -0.004
H 1.798 3.460 2.219 -0.004 -0.012 0.000
C 1.455 -0.273 -1.739 -0.008 0.218 0.066
C 2.331 -0.227 -2.584 -0.069 -0.215 0.012
C 3.360 -0.229 -3.579 0.002 -0.042 -0.036
C 3.202 -0.966 -4.756 0.007 0.004 0.014
C 4.209 -0.987 -5.706 0.003 0.014 0.007
C 5.382 -0.274 -5.493 -0.006 -0.007 -0.024
C 5.544 0.465 -4.330 -0.004 0.010 -0.001
C 4.539 0.491 -3.377 -0.002 0.014 0.020
H 2.286 -1.520 -4.909 0.001 -0.001 -0.001
H 4.081 -1.563 -6.613 0.004 0.003 -0.002
H 6.169 -0.294 -6.236 0.001 0.000 0.002
H 6.457 1.022 -4.163 -0.003 0.004 -0.001
H 4.656 1.063 -2.466 0.001 -0.009 0.006
```
Positions in Å, forces in eV/Å.

Here are the Mulliken charges for atoms 1 to 4, given in e: atom 1 (Re): 2.381, atom 2 (C): -1.594, atom 3 (C): 0.484, atom 4 (C): -0.987

***

no.,molar mass (g mol⁻¹),E (eV)
1,747.3,-79496.735
2,902.7,-76976.153